{"formula": "C22H28ClNO4S", "method": "ωB97M-V with the def2-TZVPD basis set", "species": ["C", "C", "C", "C", "O", "C", "C", "C", "C", "C", "C", "H", "H", "C", "N", "C", "O", "C", "C", "H", "H", "S", "O", "O", "C", "C", "C", "C", "C", "C", "C", "Cl", "H", "H", "H", "H", "H", "H", "H", "H", "H", "C", "H", "H", "H", "H", "H", "H", "H", "H", "H", "H", "H", "H", "H", "H", "H"], "positions_angstrom": [[-4.59, -0.56, -1.94], [-5.14, -0.32, -0.53], [-4.89, -1.49, 0.42], [-3.46, -1.57, 0.94], [-2.60, -1.99, -0.10], [-1.27, -2.06, 0.13], [-0.46, -2.32, -0.98], [0.90, -2.40, -0.86], [1.52, -2.21, 0.37], [0.72, -1.96, 1.48], [-0.66, -1.88, 1.37], [-1.24, -1.68, 2.25], [1.18, -1.82, 2.45], [3.03, -2.22, 0.50], [3.60, -1.16, -0.32], [3.96, 0.03, 0.19], [3.96, 0.29, 1.38], [4.41, 1.05, -0.85], [3.39, 2.17, -0.93], [3.65, 2.91, -1.68], [3.24, 2.66, 0.03], [1.76, 1.50, -1.43], [1.05, 2.55, -2.11], [1.98, 0.28, -2.17], [0.89, 1.09, 0.14], [0.15, 2.29, 0.58], [0.67, 3.16, 1.53], [-0.01, 4.31, 1.89], [-1.22, 4.61, 1.30], [-1.77, 3.76, 0.36], [-1.08, 2.60, 0.00], [-1.75, 1.55, -1.18], [-2.71, 3.98, -0.11], [-1.75, 5.51, 1.57], [0.41, 4.97, 2.63], [1.61, 2.92, 2.00], [0.25, 0.25, -0.10], [1.66, 0.78, 0.85], [4.52, 0.58, -1.83], [5.37, 1.46, -0.53], [3.40, -1.21, -1.31], [3.63, -3.56, 0.08], [3.39, -3.79, -0.95], [3.23, -4.36, 0.71], [4.71, -3.54, 0.20], [3.31, -1.99, 1.53], [1.50, -2.59, -1.74], [-0.94, -2.46, -1.94], [-3.41, -2.29, 1.77], [-3.14, -0.58, 1.31], [-5.54, -1.39, 1.28], [-5.13, -2.43, -0.09], [-6.22, -0.14, -0.60], [-4.68, 0.59, -0.12], [-5.07, -1.43, -2.38], [-3.52, -0.73, -1.90], [-4.79, 0.30, -2.57]], "nbo_charge": [-0.609, -0.393, -0.412, -0.065, -0.525, 0.388, -0.267, -0.182, -0.072, -0.184, -0.336, 0.224, 0.217, -0.066, -0.609, 0.682, -0.656, -0.503, -0.633, 0.256, 0.245, 2.148, -0.938, -0.975, -0.693, -0.094, -0.137, -0.231, -0.192, -0.225, -0.006, 0.025, 0.228, 0.219, 0.217, 0.211, 0.288, 0.270, 0.228, 0.245, 0.420, -0.602, 0.202, 0.219, 0.216, 0.233, 0.213, 0.226, 0.174, 0.175, 0.210, 0.208, 0.200, 0.197, 0.199, 0.217, 0.207], "total_charge": 0, "homo_ev": -8.518, "e_above_lowest_kcal_mol": 4.4, "energy_ev": -56307.00794, "smiles": "CCCCOc1ccc([C@@H](C)NC(=O)CCS(=O)(=O)Cc2ccccc2Cl)cc1", "homo_lumo_gap_ha": 0.3383}

***

{"formula": "C22H28FeN10OSSe", "method": "ωB97M-V with the def2-TZVPD basis set", "species": ["Fe", "C", "N", "C", "C", "N", "C", "C", "C", "C", "C", "C", "N", "C", "N", "C", "C", "C", "C", "C", "C", "N", "H", "H", "H", "H", "H", "H", "H", "H", "H", "H", "H", "H", "H", "H", "H", "Se", "C", "N", "C", "N", "S", "H", "H", "H", "H", "H", "H", "C", "N", "C", "C", "O", "N", "C", "N", "H", "H", "H", "H", "H", "H", "H"], "positions_angstrom": [[-0.13, 0.23, 0.82], [-0.60, -1.46, -2.00], [0.13, -1.71, -0.75], [-0.43, -2.82, 0.01], [-1.71, -2.31, 0.58], [-1.99, -1.03, 0.61], [-3.19, -0.93, 1.33], [-3.89, 0.21, 1.71], [-5.03, 0.01, 2.47], [-5.46, -1.27, 2.83], [-4.76, -2.40, 2.46], [-3.62, -2.20, 1.70], [-2.65, -3.07, 1.20], [-0.83, 0.01, -2.20], [-0.50, 0.94, -1.34], [-0.93, 2.15, -1.90], [-0.83, 3.46, -1.43], [-1.34, 4.46, -2.23], [-1.94, 4.19, -3.47], [-2.04, 2.89, -3.95], [-1.52, 1.89, -3.14], [-1.43, 0.51, -3.30], [-1.58, -1.93, -1.93], [-0.10, -1.88, -2.87], [1.12, -1.83, -0.91], [0.25, -3.05, 0.84], [-0.59, -3.73, -0.57], [-3.54, 1.19, 1.44], [-5.61, 0.87, 2.79], [-6.36, -1.38, 3.42], [-5.09, -3.39, 2.75], [-2.62, -4.06, 1.32], [-0.38, 3.67, -0.47], [-1.28, 5.49, -1.89], [-2.34, 5.00, -4.06], [-2.51, 2.68, -4.90], [-1.79, -0.02, -4.07], [-0.21, 2.26, 1.77], [2.43, 0.15, 5.69], [1.72, -0.53, 4.62], [0.49, -0.24, 4.24], [-0.15, 0.76, 4.85], [-0.28, -1.16, 3.01], [3.44, -0.25, 5.74], [1.95, -0.02, 6.66], [2.50, 1.22, 5.50], [2.18, -1.24, 4.07], [0.31, 1.38, 5.49], [-1.04, 1.04, 4.47], [5.31, 1.30, -0.63], [4.27, 0.61, 0.09], [4.50, -0.50, 0.99], [3.08, -0.90, 1.37], [2.83, -1.78, 2.15], [2.18, -0.11, 0.66], [2.94, 0.73, -0.07], [2.45, 1.63, -0.92], [6.19, 1.37, 0.00], [5.01, 2.32, -0.87], [5.58, 0.78, -1.56], [5.07, -0.22, 1.87], [5.00, -1.34, 0.50], [1.45, 1.77, -0.93], [3.03, 2.35, -1.30]], "nbo_charge": [1.129, -0.264, -0.640, -0.273, 0.421, -0.581, 0.071, -0.191, -0.211, -0.193, -0.250, 0.168, -0.534, 0.432, -0.586, 0.056, -0.207, -0.208, -0.190, -0.250, 0.168, -0.534, 0.231, 0.219, 0.400, 0.264, 0.201, 0.238, 0.224, 0.224, 0.226, 0.429, 0.245, 0.227, 0.227, 0.227, 0.427, -0.602, -0.434, -0.575, 0.377, -0.771, -0.352, 0.231, 0.212, 0.201, 0.451, 0.404, 0.436, -0.408, -0.391, -0.321, 0.677, -0.606, -0.720, 0.665, -0.772, 0.229, 0.208, 0.210, 0.233, 0.230, 0.436, 0.410], "spin_multiplicity": 6, "total_charge": 1, "homo_ev": [-9.685, -9.861], "s_squared": 8.772, "energy_ev": -150785.30083, "homo_lumo_gap_ha": [0.2838, 0.2639]}

***

{"formula": "C22H28LiN2O2P2", "method": "ωB97M-V with the def2-TZVPD basis set", "species": ["Li", "C", "P", "C", "C", "C", "C", "C", "C", "C", "P", "C", "C", "H", "H", "H", "H", "H", "H", "H", "H", "H", "H", "H", "H", "H", "H", "H", "H", "O", "C", "C", "C", "C", "N", "C", "C", "C", "C", "C", "C", "O", "C", "C", "N", "H", "H", "H", "H", "H", "H", "H", "H", "H", "H", "H", "H"], "positions_angstrom": [[0.46, -0.17, -1.38], [1.54, -3.63, -1.12], [2.27, -1.95, -1.20], [3.58, -2.16, -2.41], [3.22, -1.81, 0.35], [4.35, -2.58, 0.60], [5.03, -2.37, 1.79], [4.68, -1.45, 2.76], [3.45, -0.80, 2.56], [2.77, -0.99, 1.33], [1.14, -0.15, 0.98], [0.06, -0.99, 2.20], [1.45, 1.47, 1.78], [2.20, -4.36, -0.62], [1.34, -4.02, -2.11], [0.58, -3.68, -0.53], [4.15, -3.07, -2.15], [4.29, -1.33, -2.32], [3.18, -2.17, -3.44], [4.76, -3.36, -0.07], [6.00, -2.95, 1.92], [5.19, -1.35, 3.68], [3.07, -0.11, 3.33], [-0.16, -1.96, 1.79], [-0.83, -0.46, 2.40], [0.49, -0.96, 3.19], [1.52, 1.29, 2.82], [0.62, 2.16, 1.67], [2.35, 1.98, 1.44], [-5.96, -0.03, 0.24], [-5.50, -1.20, -0.41], [-4.14, -0.98, -1.08], [-3.33, -2.03, -1.55], [-1.95, -1.79, -1.84], [-1.42, -0.57, -1.63], [-2.19, 0.45, -1.26], [-3.53, 0.30, -0.93], [-1.42, 1.69, -0.96], [-2.07, 2.85, -0.58], [-1.31, 4.03, -0.38], [-1.95, 5.33, 0.05], [-3.35, 5.18, 0.21], [0.00, 4.03, -0.71], [0.59, 2.84, -1.08], [-0.07, 1.68, -1.26], [-6.82, -0.09, 0.67], [-6.15, -1.51, -1.26], [-5.37, -2.04, 0.20], [-3.79, -3.03, -1.60], [-1.27, -2.67, -1.99], [-4.01, 1.16, -0.53], [-3.15, 3.01, -0.54], [-1.68, 6.13, -0.62], [-1.51, 5.66, 1.03], [-3.70, 6.00, 0.57], [0.61, 4.88, -0.66], [1.64, 2.67, -1.36]], "nbo_charge": [0.796, -0.949, 0.783, -0.953, -0.359, -0.141, -0.206, -0.195, -0.182, -0.309, 0.749, -0.926, -0.934, 0.241, 0.246, 0.236, 0.228, 0.251, 0.252, 0.214, 0.224, 0.230, 0.217, 0.237, 0.241, 0.231, 0.222, 0.237, 0.246, -0.727, -0.087, 0.057, -0.254, 0.063, -0.534, 0.147, -0.214, 0.245, -0.253, 0.046, -0.091, -0.717, -0.258, 0.068, -0.545, 0.498, 0.188, 0.187, 0.233, 0.211, 0.244, 0.256, 0.191, 0.186, 0.488, 0.230, 0.210], "total_charge": 1, "homo_ev": -10.757, "e_above_lowest_kcal_mol": 0.0, "energy_ev": -49121.95341, "homo_lumo_gap_ha": 0.2947}

***

{"formula": "C22H28N2O13S", "method": "ωB97M-V with the def2-TZVPD basis set", "species": ["C", "C", "C", "C", "N", "C", "O", "S", "C", "N", "H", "H", "H", "H", "C", "C", "C", "O", "C", "O", "O", "H", "H", "H", "H", "H", "H", "C", "C", "C", "O", "C", "O", "O", "H", "H", "H", "H", "H", "H", "C", "C", "C", "O", "C", "O", "O", "H", "H", "H", "H", "H", "H", "C", "C", "C", "O", "C", "O", "O", "H", "H", "H", "H", "H", "H"], "positions_angstrom": [[-8.98, 1.29, 5.29], [-8.19, 1.43, 4.22], [-7.38, 1.72, 2.84], [-7.78, 0.58, 1.73], [-8.13, 0.00, 0.70], [-5.76, 1.70, 3.10], [-5.12, 2.96, 2.71], [-4.92, 0.36, 2.06], [-5.40, 1.44, 4.68], [-5.14, 1.29, 5.87], [-9.80, 1.49, 6.08], [-7.75, 2.77, 2.48], [-5.80, 3.64, 2.50], [-4.72, -0.77, 2.87], [-0.91, 0.23, -2.16], [-1.27, -0.73, -1.04], [-1.40, -2.15, -1.50], [-2.34, -2.69, -0.57], [-3.11, -1.64, -0.15], [-4.13, -1.76, 0.47], [-2.58, -0.45, -0.54], [-0.79, 1.24, -1.76], [0.01, -0.07, -2.65], [-1.71, 0.28, -2.91], [-0.56, -0.64, -0.22], [-0.46, -2.70, -1.44], [-1.81, -2.25, -2.51], [4.79, -1.30, -4.22], [3.39, -1.68, -3.80], [2.82, -2.82, -4.59], [1.42, -2.55, -4.54], [1.28, -1.21, -4.38], [0.24, -0.61, -4.50], [2.47, -0.62, -4.07], [5.17, -0.50, -3.57], [5.47, -2.15, -4.15], [4.80, -0.91, -5.24], [3.36, -1.89, -2.72], [3.04, -3.79, -4.15], [3.13, -2.82, -5.64], [2.41, 3.71, -0.72], [3.46, 2.65, -0.50], [4.54, 2.64, -1.55], [4.95, 1.28, -1.56], [3.87, 0.55, -1.14], [3.79, -0.65, -1.23], [2.90, 1.34, -0.63], [1.68, 3.70, 0.09], [2.86, 4.71, -0.77], [1.85, 3.53, -1.64], [3.88, 2.73, 0.51], [5.37, 3.29, -1.29], [4.17, 2.90, -2.54], [1.67, -2.78, 3.28], [1.69, -1.30, 2.98], [2.72, -0.92, 1.95], [3.04, 0.42, 2.32], [2.80, 0.52, 3.66], [3.14, 1.45, 4.34], [2.11, -0.56, 4.12], [0.88, -3.01, 4.00], [1.50, -3.37, 2.38], [2.61, -3.11, 3.74], [0.69, -0.96, 2.69], [2.33, -0.96, 0.94], [3.64, -1.52, 2.00]], "nbo_charge": [-0.206, -0.059, -0.345, 0.265, -0.281, 0.093, -0.689, 0.038, 0.233, -0.299, 0.285, 0.281, 0.481, 0.183, -0.625, 0.063, -0.098, -0.487, 0.978, -0.590, -0.484, 0.215, 0.241, 0.226, 0.173, 0.199, 0.196, -0.629, 0.040, -0.094, -0.488, 0.971, -0.590, -0.494, 0.235, 0.223, 0.216, 0.225, 0.205, 0.182, -0.629, 0.056, -0.096, -0.487, 0.991, -0.623, -0.484, 0.234, 0.224, 0.223, 0.201, 0.210, 0.188, -0.626, 0.059, -0.100, -0.498, 0.966, -0.573, -0.485, 0.230, 0.220, 0.222, 0.183, 0.215, 0.185], "total_charge": 0, "homo_ev": -9.399, "energy_ev": -63694.92370, "smiles": "C#C[C@H](C#N)[C@](O)(S)C#N.C[C@@H]1COC(=O)O1.C[C@@H]1COC(=O)O1.C[C@@H]1COC(=O)O1.C[C@@H]1COC(=O)O1", "homo_lumo_gap_ha": 0.3547}

***

{"formula": "C22H28N2O3S", "method": "ωB97M-V with the def2-TZVPD basis set", "species": ["C", "C", "C", "C", "C", "C", "C", "C", "O", "N", "H", "C", "C", "C", "C", "C", "H", "H", "H", "C", "C", "H", "H", "H", "H", "H", "H", "H", "H", "H", "H", "H", "S", "O", "O", "N", "H", "C", "C", "C", "C", "C", "C", "C", "H", "H", "H", "H", "H", "H", "H", "H", "H", "H", "H", "H"], "positions_angstrom": [[0.14, 2.15, -5.09], [-0.23, 2.33, -3.65], [-0.22, 3.59, -3.07], [-0.53, 3.78, -1.73], [-0.87, 2.68, -0.97], [-0.89, 1.42, -1.51], [-0.56, 1.22, -2.85], [-0.58, -0.18, -3.39], [-1.10, -0.50, -4.44], [0.03, -1.05, -2.56], [0.42, -0.71, -1.70], [0.01, -2.49, -2.74], [1.39, -3.08, -2.47], [1.77, -2.98, -0.99], [0.72, -3.65, -0.10], [1.10, -3.52, 1.37], [0.36, -4.01, 2.00], [2.07, -3.98, 1.56], [1.15, -2.47, 1.67], [-0.65, -3.02, -0.36], [-1.04, -3.14, -1.83], [-1.13, -4.19, -2.10], [-2.00, -2.66, -2.00], [-1.40, -3.52, 0.25], [-0.64, -1.97, -0.05], [0.67, -4.71, -0.36], [2.74, -3.47, -0.84], [1.89, -1.94, -0.70], [1.38, -4.13, -2.77], [2.14, -2.57, -3.08], [-0.27, -2.65, -3.79], [-1.21, 0.60, -0.89], [-1.20, 2.81, 0.78], [-2.35, 2.01, 1.09], [-1.17, 4.19, 1.17], [0.17, 2.04, 1.37], [0.82, 2.72, 1.72], [0.00, 0.90, 2.25], [-0.04, 1.26, 3.71], [0.60, 0.46, 4.65], [0.56, 0.79, 5.99], [-0.12, 1.92, 6.41], [-0.77, 2.72, 5.48], [-0.73, 2.39, 4.13], [-1.24, 3.00, 3.41], [-1.31, 3.60, 5.80], [-0.16, 2.18, 7.46], [1.07, 0.17, 6.71], [1.14, -0.42, 4.33], [-0.96, 0.45, 1.96], [0.80, 0.18, 2.05], [-0.51, 4.76, -1.28], [0.03, 4.45, -3.68], [-0.57, 1.48, -5.57], [1.12, 1.69, -5.17], [0.15, 3.10, -5.61]], "nbo_charge": [-0.651, 0.056, -0.205, -0.161, -0.363, -0.114, -0.150, 0.672, -0.619, -0.619, 0.398, -0.059, -0.401, -0.399, -0.220, -0.596, 0.211, 0.209, 0.194, -0.391, -0.405, 0.205, 0.218, 0.215, 0.183, 0.195, 0.215, 0.183, 0.208, 0.215, 0.239, 0.221, 2.306, -0.934, -0.937, -0.865, 0.407, -0.271, 0.038, -0.242, -0.204, -0.218, -0.186, -0.246, 0.224, 0.215, 0.214, 0.213, 0.208, 0.241, 0.198, 0.241, 0.217, 0.259, 0.225, 0.214], "total_charge": 0, "homo_ev": -9.244, "e_above_lowest_kcal_mol": 5.3, "energy_ev": -43227.45113, "smiles": "Cc1ccc(S(=O)(=O)NCc2ccccc2)cc1C(=O)N[C@H]1CC[C@@H](C)CC1", "homo_lumo_gap_ha": 0.3595}

***

{"formula": "C22H28N2O4", "method": "ωB97M-V with the def2-TZVPD basis set", "species": ["C", "C", "O", "N", "C", "H", "C", "N", "C", "H", "C", "O", "H", "C", "O", "C", "C", "C", "C", "C", "C", "H", "H", "O", "C", "C", "C", "C", "C", "C", "C", "H", "H", "H", "H", "H", "H", "H", "H", "H", "H", "H", "H", "H", "C", "C", "H", "H", "H", "H", "H", "H", "H", "H", "H", "H"], "positions_angstrom": [[-7.31, -0.73, -1.91], [-6.37, -1.53, -1.03], [-6.08, -2.68, -1.30], [-5.89, -0.92, 0.08], [-6.06, 0.46, 0.45], [-6.78, 0.96, -0.20], [-4.71, 1.18, 0.39], [-3.79, 0.51, 1.29], [-2.59, 1.24, 1.60], [-2.08, 0.70, 2.40], [-1.57, 1.41, 0.45], [-0.84, 0.20, 0.34], [-0.20, 0.29, -0.37], [-0.65, 2.61, 0.73], [0.24, 2.86, -0.33], [1.51, 2.34, -0.31], [2.36, 2.81, -1.33], [3.65, 2.36, -1.42], [4.15, 1.44, -0.51], [3.32, 0.97, 0.50], [2.01, 1.42, 0.59], [1.39, 1.01, 1.37], [3.66, 0.24, 1.21], [5.46, 1.07, -0.69], [6.03, 0.15, 0.21], [5.45, -1.24, 0.14], [5.49, -2.08, 1.25], [4.97, -3.36, 1.18], [4.39, -3.81, 0.00], [4.34, -2.98, -1.10], [4.87, -1.70, -1.04], [4.83, -1.05, -1.90], [3.89, -3.33, -2.02], [3.97, -4.81, -0.05], [5.01, -4.01, 2.04], [5.94, -1.73, 2.16], [5.97, 0.53, 1.24], [7.09, 0.11, -0.08], [4.31, 2.72, -2.20], [1.96, 3.53, -2.03], [-0.12, 2.47, 1.68], [-1.26, 3.51, 0.81], [-2.10, 1.61, -0.49], [-2.88, 2.23, 1.96], [-3.59, -0.86, 0.87], [-4.93, -1.60, 0.92], [-4.83, -2.62, 0.56], [-5.31, -1.60, 1.95], [-2.88, -1.33, 1.55], [-3.18, -0.93, -0.15], [-4.83, 2.22, 0.71], [-4.35, 1.18, -0.66], [-6.43, 0.50, 1.48], [-6.81, 0.14, -2.33], [-7.64, -1.37, -2.72], [-8.18, -0.40, -1.34]], "nbo_charge": [-0.713, 0.686, -0.633, -0.442, -0.215, 0.213, -0.229, -0.446, -0.220, 0.210, 0.050, -0.725, 0.481, -0.083, -0.505, 0.248, -0.225, -0.238, 0.276, -0.290, -0.252, 0.224, 0.223, -0.494, -0.101, 0.033, -0.250, -0.202, -0.216, -0.198, -0.240, 0.223, 0.214, 0.214, 0.214, 0.209, 0.180, 0.209, 0.225, 0.224, 0.180, 0.193, 0.163, 0.197, -0.228, -0.233, 0.250, 0.191, 0.214, 0.180, 0.203, 0.164, 0.199, 0.222, 0.244, 0.224], "total_charge": 0, "homo_ev": -8.008, "e_above_lowest_kcal_mol": 60.1, "energy_ev": -34438.26239, "smiles": "CC(=O)N1CCN(C[C@H](O)COc2ccc(OCc3ccccc3)cc2)CC1", "homo_lumo_gap_ha": 0.3199}